The following is a DFT calculation (wB97M-V/def2-TZVPD) of one molecule with the formula C6H13N3.

- calculated total energy (Eh) = -400.356755
- LUMO (spin up / spin down) (hartree) = -0.0331 / -0.0725
- largest force on an atom (hartree/bohr) = 0.0965
- Kohn-Sham gap (spin up / spin down) (eV) = 5.74 / 3.44
- relative energy (zero: lowest compared OMol25 entry of this formula, charge and spin) (kcal/mol) = 211.0

Last columns: bonded neighbours and bond lengths (Å).
Atoms and positions in Å:
1 C 2.696 0.037 0.582  C2 1.613, C3 1.556, H10 1.003, H11 1.028
2 C 3.461 -0.040 -0.836  C1 1.613, N7 1.371, H12 1.117, H13 1.095
3 C 1.342 0.674 0.156  C1 1.556, N9 1.273, H14 1.083
4 C -2.734 0.872 -0.537  C6 1.648, H16 1.123, H17 1.073, H18 1.137
5 C -2.448 -1.445 0.769  C6 1.541, H19 1.101, H20 1.031, H21 1.155
6 C -2.323 0.088 0.853  C4 1.648, C5 1.541, N8 1.625, H22 1.122
7 N 2.598 -0.583 -1.752  C2 1.371, H15 1.245
8 N -0.805 0.409 1.338  C6 1.625, N9 1.205
9 N 0.190 0.478 0.662  C3 1.273, N8 1.205
10 H 2.518 -0.932 0.774  C1 1.003
11 H 3.141 0.487 1.391  C1 1.028
12 H 3.856 0.982 -1.054  C2 1.117
13 H 4.363 -0.653 -0.730  C2 1.095
14 H 1.193 1.263 -0.741  C3 1.083
15 H 1.757 0.196 -2.239  N7 1.245
16 H -2.089 0.496 -1.376  C4 1.123
17 H -3.798 0.782 -0.636  C4 1.073
18 H -2.505 1.984 -0.606  C4 1.137
19 H -1.954 -1.927 1.627  C5 1.101
20 H -1.990 -1.823 -0.074  C5 1.031
21 H -3.510 -1.899 0.781  C5 1.155
22 H -2.963 0.555 1.647  C6 1.122

The following is a DFT calculation (wB97M-V/def2-TZVPD) of a 4-piece molecular cluster, C37H42BrFN3O9PS overall.

- SMILES string = CCC[C@H](C)[C@]1(c2ccncc2)[C@@](CC(=O)Br)(C(=O)NC(=O)F)NC(=O)[C@@]1(P(=O)(O)O)S(C)(=O)=O.c1ccccc1.c1ccccc1.c1ccccc1
- calculated total energy (Eh) = -5689.855272
- LUMO (hartree) = -0.0212
- largest force on an atom (hartree/bohr) = 0.1253
- Kohn-Sham gap (eV) = 8.74
- relative energy (zero: lowest compared OMol25 entry of this formula, charge and spin) (kcal/mol) = 0.0

Last columns: bonded neighbours and bond lengths (Å).
Atoms and positions in Å:
1 C -0.030 -1.286 4.736  C2 1.568, H36 1.117, H37 1.127, H38 1.132
2 C 0.951 -0.075 4.907  C1 1.568, C3 1.578, H39 1.126, H40 1.128
3 C 1.678 0.442 3.606  C2 1.578, C4 1.572, H41 1.120, H42 1.130
4 C 0.937 1.503 2.715  C3 1.572, C5 1.587, C6 1.627, H43 1.130
5 C -0.640 1.580 2.875  C4 1.587, H44 1.127, H45 1.110, H46 1.129
6 C 1.346 1.540 1.140  C4 1.627, C7 1.588, C13 1.619, C27 1.609
7 C 0.878 3.033 0.867  C6 1.588, C8 1.457, C12 1.497
8 C -0.426 3.480 0.397  C7 1.457, C9 1.461, H47 1.113
9 C -0.837 4.865 0.176  C8 1.461, N10 1.359, H48 1.120
10 N 0.009 5.906 0.388  C9 1.359, C11 1.362
11 C 1.233 5.538 0.858  N10 1.362, C12 1.448, H49 1.122
12 C 1.756 4.216 1.134  C7 1.497, C11 1.448, H50 1.109
13 C 0.676 0.331 0.297  C6 1.619, C14 1.597, C18 1.562, N24 1.507
14 C 0.097 -0.957 1.044  C13 1.597, C15 1.597, H51 1.129, H52 1.114
15 C 0.929 -2.300 0.812  C14 1.597, O16 1.189, Br17 1.959
16 O 0.708 -2.964 -0.149  C15 1.189
17 Br 2.268 -2.988 2.066  C15 1.959
18 C -0.389 0.556 -0.824  C13 1.562, O19 1.216, N20 1.470
19 O -1.590 0.592 -0.639  C18 1.216
20 N -0.079 0.626 -2.259  C18 1.470, C21 1.445, H53 1.037
21 C -1.286 0.507 -3.046  N20 1.445, O22 1.168, F23 1.395
22 O -1.848 1.387 -3.569  C21 1.168
23 F -1.792 -0.790 -3.134  C21 1.395
24 N 1.875 -0.305 -0.360  C13 1.507, C25 1.461, H54 1.025
25 C 3.137 0.011 0.304  N24 1.461, O26 1.181, C27 1.595
26 O 4.016 -0.779 0.297  C25 1.181
27 C 2.913 1.517 0.779  C6 1.609, C25 1.595, P28 1.864, S32 1.895
28 P 4.276 1.725 2.034  C27 1.864, O29 1.493, O30 1.680, O31 1.657
29 O 5.589 2.066 1.411  P28 1.493
30 O 4.640 0.325 2.889  P28 1.680, H55 0.975
31 O 4.014 2.849 3.223  P28 1.657, H56 0.979
32 S 3.529 2.359 -0.803  C27 1.895, C33 1.813, O34 1.474, O35 1.466
33 C 2.283 2.614 -2.094  S32 1.813, H57 1.113, H58 1.126, H59 1.128
34 O 4.569 1.515 -1.419  S32 1.474
35 O 4.174 3.657 -0.583  S32 1.466
36 H 0.500 -2.246 4.523  C1 1.117
37 H -0.861 -1.060 4.011  C1 1.127
38 H -0.553 -1.426 5.730  C1 1.132
39 H 0.415 0.807 5.356  C2 1.126
40 H 1.749 -0.392 5.639  C2 1.128
41 H 2.081 -0.397 2.984  C3 1.120
42 H 2.584 0.956 4.044  C3 1.130
43 H 1.290 2.510 3.087  C4 1.130
44 H -1.208 1.155 1.999  C5 1.127
45 H -1.064 1.129 3.797  C5 1.110
46 H -0.932 2.671 2.904  C5 1.129
47 H -1.229 2.729 0.225  C8 1.113
48 H -1.873 5.107 -0.175  C9 1.120
49 H 1.941 6.391 1.040  C11 1.122
50 H 2.802 4.109 1.483  C12 1.109
51 H -0.913 -1.298 0.673  C14 1.129
52 H -0.039 -0.876 2.146  C14 1.114
53 H 0.488 -0.197 -2.534  N20 1.037
54 H 2.079 -0.035 -1.327  N24 1.025
55 H 5.524 0.019 2.615  O30 0.975
56 H 4.392 2.519 4.064  O31 0.979
57 H 1.232 2.791 -1.773  C33 1.113
58 H 2.628 3.465 -2.745  C33 1.126
59 H 2.279 1.701 -2.756  C33 1.128
60 C -4.930 -4.974 -3.447  C61 1.390, C65 1.390, H66 1.084
61 C -4.815 -5.752 -2.301  C60 1.390, C62 1.390, H67 1.084
62 C -4.070 -5.293 -1.221  C61 1.390, C63 1.390, H68 1.084
63 C -3.448 -4.052 -1.284  C62 1.390, C64 1.390, H69 1.084
64 C -3.566 -3.272 -2.429  C63 1.390, C65 1.390, H70 1.080
65 C -4.303 -3.735 -3.512  C60 1.390, C64 1.390, H71 1.084
66 H -5.508 -5.334 -4.290  C60 1.084
67 H -5.305 -6.717 -2.249  C61 1.084
68 H -3.975 -5.902 -0.330  C62 1.084
69 H -2.871 -3.692 -0.440  C63 1.084
70 H -3.084 -2.307 -2.476  C64 1.080
71 H -4.391 -3.130 -4.407  C65 1.084
72 C -5.543 0.821 2.249  C73 1.390, C77 1.390, H78 1.084
73 C -6.752 0.332 1.769  C72 1.390, C74 1.390, H79 1.084
74 C -6.872 -0.037 0.435  C73 1.390, C75 1.390, H80 1.084
75 C -5.781 0.075 -0.418  C74 1.390, C76 1.390, H81 1.084
76 C -4.571 0.561 0.062  C75 1.390, C77 1.390, H82 1.082
77 C -4.453 0.938 1.394  C72 1.390, C76 1.390, H83 1.085
78 H -5.450 1.112 3.289  C72 1.084
79 H -7.601 0.238 2.436  C73 1.084
80 H -7.817 -0.413 0.060  C74 1.084
81 H -5.874 -0.218 -1.458  C75 1.084
82 H -3.720 0.647 -0.602  C76 1.082
83 H -3.510 1.323 1.767  C77 1.085
84 C 3.425 -2.159 -5.306  C85 1.390, C89 1.391, H90 1.084
85 C 2.535 -2.504 -4.296  C84 1.390, C86 1.391, H91 1.085
86 C 2.889 -2.321 -2.963  C85 1.391, C87 1.392, H92 1.085
87 C 4.131 -1.782 -2.641  C86 1.392, C88 1.390, H93 1.084
88 C 5.019 -1.433 -3.652  C87 1.390, C89 1.390, H94 1.084
89 C 4.669 -1.625 -4.983  C84 1.391, C88 1.390, H95 1.084
90 H 3.151 -2.305 -6.344  C84 1.084
91 H 1.564 -2.919 -4.548  C85 1.085
92 H 2.197 -2.597 -2.174  C86 1.085
93 H 4.405 -1.635 -1.603  C87 1.084
94 H 5.986 -1.011 -3.401  C88 1.084
95 H 5.364 -1.358 -5.771  C89 1.084